Record 1
The following is a DFT calculation (the ωB97M-V functional and the def2-TZVPD basis) of a 10-piece molecular cluster, C50H80N10O15 overall at a distorted geometry.

Calculated values
Energy above the lowest of the compared OMol25 structures with the same formula, charge and spin (kcal per mole): 0.00
E_LUMO (eV): -0.860
Total energy (eV): -98741.534

```
! wB97M-V def2-TZVPD RIJCOSX def2/J DEFGRID3
* xyz 0 1
O -5.45484 -37.34548 20.83569
N -6.16628 -38.14394 21.42315
O -6.52646 -37.98013 22.56846
C -6.51709 -39.36981 20.73439
C -6.80266 -40.55328 21.39685
C -7.01596 -41.74103 20.70289
C -6.88738 -41.79533 19.31647
C -6.62545 -40.56686 18.65436
C -6.33689 -39.41989 19.34024
H -7.00349 -40.46357 22.45731
H -7.07777 -42.62945 21.31669
H -7.04398 -42.71434 18.77270
H -6.56318 -40.52673 17.57435
H -6.15161 -38.51163 18.78406
O 2.15447 -45.55253 12.83458
N 2.59914 -44.59503 12.24964
O 1.96109 -43.92088 11.45863
C 3.94349 -44.11577 12.54728
C 4.90047 -44.86919 13.24486
C 6.12624 -44.27415 13.53198
C 6.44599 -42.98542 13.16657
C 5.46291 -42.23603 12.50041
C 4.29368 -42.85051 12.09742
H 4.67084 -45.89333 13.50120
H 6.93977 -44.70651 14.10375
H 7.35878 -42.50101 13.48204
H 5.62858 -41.17319 12.39138
H 3.65389 -42.12457 11.61249
O -0.95581 -36.07726 12.34654
N -0.77431 -36.05744 13.54329
O 0.09077 -35.41742 14.11322
C -1.61850 -36.91253 14.48377
C -2.24449 -38.05530 14.05584
C -3.04462 -38.78444 14.89571
C -3.03652 -38.46898 16.23433
C -2.37274 -37.35257 16.73822
C -1.70663 -36.54601 15.81931
H -2.13608 -38.29605 13.00249
H -3.56924 -39.67496 14.57435
H -3.55651 -39.12148 16.92719
H -2.44912 -37.17811 17.80084
H -1.27235 -35.61526 16.16073
O 1.45514 -48.65927 7.79168
N 1.44310 -47.85480 8.70529
O 1.81500 -46.70427 8.65564
C 0.76058 -48.30570 9.95324
C 0.47761 -49.65617 10.18284
C -0.20311 -49.99507 11.35775
C -0.50383 -48.99553 12.30787
C -0.12746 -47.68234 12.08625
C 0.42041 -47.33929 10.87707
H 0.72333 -50.50303 9.55931
H -0.24412 -51.04399 11.61505
H -0.99073 -49.40030 13.18615
H -0.23256 -46.91793 12.84325
H 0.59740 -46.29687 10.65229
O -6.05032 -44.85310 18.54013
N -5.50417 -45.65566 17.81926
O -4.30557 -45.79569 17.72796
C -6.36304 -46.42202 16.88719
C -5.78110 -47.09343 15.79917
C -6.54142 -47.79119 14.88416
C -7.89488 -47.93415 15.22740
C -8.44838 -47.43800 16.39805
C -7.69900 -46.57722 17.19373
H -4.71252 -46.94757 15.69668
H -6.08720 -48.26252 14.02683
H -8.43283 -48.61674 14.57877
H -9.51535 -47.46815 16.57103
H -8.15311 -46.01009 17.99527
C -11.95908 -44.85871 14.63254
O -12.35123 -43.93197 15.64719
C -11.40099 -42.88234 15.86056
C -10.12400 -43.23761 16.60537
C -8.97503 -43.74112 15.72073
N -10.31266 -44.19330 17.71862
H -12.85018 -45.39888 14.32597
H -11.20919 -45.49111 15.11380
H -11.49832 -44.39462 13.75616
H -11.15423 -42.54354 14.84757
H -11.80578 -41.99227 16.34384
H -9.82046 -42.31752 17.11561
H -8.83656 -43.04223 14.88351
H -9.29938 -44.63174 15.18240
H -7.97294 -43.70256 16.14432
H -10.85807 -44.98994 17.38498
H -11.08027 -43.67971 18.16906
C 0.42582 -40.34106 5.59970
O 0.13181 -39.48050 6.68124
C 0.77709 -39.82572 7.88946
C 0.37589 -41.16240 8.57993
C -0.95137 -41.11419 9.28217
N 1.50587 -41.38102 9.49840
H 1.49497 -40.40059 5.35964
H 0.02024 -39.84595 4.71808
H 0.04313 -41.34504 5.78277
H 1.85711 -39.70941 7.76344
H 0.48175 -39.07545 8.62879
H 0.28682 -41.93980 7.81138
H -1.13610 -42.08340 9.74492
H -1.69134 -40.89999 8.50646
H -1.02357 -40.33317 10.04150
H 2.27709 -40.81305 9.18924
H 1.82319 -42.32985 9.63631
C -4.76049 -43.13275 15.95691
O -3.90493 -42.69647 14.92184
C -3.04870 -43.55455 14.23994
C -2.22945 -42.81515 13.16162
C -3.01865 -42.15706 12.06368
N -1.32031 -43.77949 12.49945
H -4.14971 -43.32073 16.85002
H -5.39283 -43.99600 15.74717
H -5.27920 -42.25353 16.34192
H -2.37760 -44.02856 14.97235
H -3.56955 -44.42109 13.80595
H -1.71064 -41.99841 13.67896
H -3.59120 -42.89923 11.49888
H -2.54910 -41.39000 11.45507
H -3.88909 -41.60222 12.44561
H -0.51097 -43.23425 12.21280
H -0.93582 -44.43708 13.17352
C -5.73055 -45.74936 12.35926
O -5.03016 -46.90984 12.07175
C -5.43068 -47.48861 10.82205
C -4.38878 -47.11408 9.74275
C -4.86833 -47.70561 8.39303
N -3.03453 -47.58078 10.05324
H -5.60389 -45.41286 13.39800
H -6.82537 -45.73009 12.32104
H -5.38477 -44.81008 11.90328
H -5.61704 -48.55016 10.97920
H -6.28923 -46.90979 10.46838
H -4.37979 -46.02656 9.65764
H -4.07453 -47.72308 7.64735
H -5.61245 -47.03268 7.96596
H -5.20184 -48.72149 8.60360
H -2.70489 -47.07254 10.87010
H -3.12719 -48.52771 10.41642
C -6.64368 -42.06515 12.91602
O -7.99524 -42.38618 12.62427
C -8.75984 -41.47416 11.87269
C -9.12477 -42.03775 10.48991
C -7.92069 -42.35384 9.61742
N -9.90667 -41.05742 9.73395
H -6.28310 -42.86546 13.56416
H -6.59918 -41.19637 13.57872
H -6.02523 -42.03198 12.02038
H -9.68197 -41.26951 12.42664
H -8.19417 -40.53897 11.78181
H -9.76600 -42.91869 10.57195
H -7.09085 -41.65004 9.58551
H -8.14511 -42.75608 8.62933
H -7.53623 -43.29572 10.03930
H -10.73631 -40.73817 10.23047
H -9.32034 -40.22310 9.71805
*
```



Record 2
The following is a DFT calculation (the ωB97M-V functional and the def2-TZVPD basis) of a 9-piece molecular cluster, C50H82Br2F3NO23P2S overall at a distorted geometry.

Calculated values
E_LUMO (eV): -0.988
Total energy (eV): -279415.098

```
! wB97M-V def2-TZVPD RIJCOSX def2/J DEFGRID3
* xyz 0 1
C -1.04909 -0.40527 -4.76961
C 0.41273 -0.47240 -4.34665
O 0.92105 0.51638 -3.87092
O 1.20518 -1.59393 -4.51172
C 0.94474 -2.63502 -3.56079
C 0.38731 -2.16520 -2.22261
C -0.89389 -2.57574 -1.94765
C -1.50735 -2.15770 -0.79486
C -0.84575 -1.35247 0.12035
C 0.45354 -0.95478 -0.17258
C 1.14230 -0.01652 0.86224
C 1.67223 -0.77480 2.09398
C 1.91247 0.08899 3.34713
F 0.83156 0.20850 4.15196
Br 3.28493 -0.85390 4.42101
C 2.46778 1.52966 3.08137
F 3.11373 1.93220 4.20739
F 3.37608 1.57905 2.11606
Br 1.06273 2.87999 2.84843
C 1.12575 -1.36320 -1.34271
P 2.84403 -0.79448 -1.55201
O 3.64629 -1.03261 -0.14358
O 2.84984 0.81316 -1.71331
S 3.90774 -1.57454 -2.95380
C -1.60396 -0.97577 1.36202
O -1.11011 -0.53477 2.37717
C -3.11031 -1.19750 1.37601
C -3.84763 -0.51911 2.51322
C -3.73936 -1.96475 0.47640
P -5.59589 -2.22962 0.61941
N -6.03492 -3.75494 -0.04607
O -6.33845 -1.12671 -0.37564
C -2.95172 -2.62502 -0.60788
O -3.39363 -3.50785 -1.31746
H -1.65040 -1.25146 -4.43132
H -1.44874 0.51019 -4.32832
H -1.07079 -0.25939 -5.85588
H 0.24068 -3.35437 -4.00603
H 1.86143 -3.20305 -3.38232
H -1.45054 -3.19672 -2.64039
H 0.34991 0.66116 1.18964
H 1.88128 0.63138 0.39015
H 0.94138 -1.54629 2.35020
H 2.60548 -1.30220 1.90423
H 3.57276 -1.98913 -0.00038
H 3.78405 1.01575 -1.88823
H -4.79927 -0.08819 2.20086
H -3.23215 0.20217 3.03874
H -4.09356 -1.29847 3.24290
H -6.09686 -3.71914 -1.06123
H -5.36743 -4.47032 0.23242
H -5.70827 -0.73597 -0.99800
C -4.37092 -9.42738 -0.06327
C -3.89623 -8.00142 -0.25205
O -4.40583 -7.13937 0.76839
C -3.81482 -6.97015 1.96906
C -2.72863 -7.92642 2.39930
O -4.21256 -6.10559 2.69712
H -4.00877 -9.85085 0.87405
H -4.02439 -10.05758 -0.88309
H -5.46015 -9.46121 -0.02979
H -2.80925 -7.92936 -0.31549
H -4.28718 -7.60904 -1.18990
H -3.17633 -8.74125 2.96690
H -2.03516 -7.38611 3.03981
H -2.14376 -8.33186 1.57662
C 3.38934 -0.33838 -6.89796
C 2.65456 0.96960 -6.70182
O 3.26574 2.02995 -7.45205
C 2.98915 2.29261 -8.73417
C 2.21525 1.28419 -9.54780
O 3.42607 3.29760 -9.23274
H 3.35586 -0.66619 -7.93915
H 2.95168 -1.11755 -6.27430
H 4.44069 -0.22181 -6.63169
H 1.58948 0.89361 -6.93343
H 2.72276 1.26681 -5.65699
H 2.91662 0.61919 -10.04978
H 1.63723 1.82241 -10.29630
H 1.50741 0.69777 -8.96683
C 6.96133 3.91260 -8.62439
C 6.23955 3.79568 -7.29942
O 6.38276 2.48367 -6.74058
C 7.42494 2.10358 -5.98506
C 8.65690 2.97674 -5.93388
O 7.38794 1.04451 -5.41983
H 8.03703 3.76540 -8.51195
H 6.79148 4.89455 -9.06663
H 6.60386 3.14918 -9.31552
H 6.55132 4.56037 -6.58481
H 5.17226 3.93589 -7.45912
H 9.35774 2.64820 -6.70020
H 9.11788 2.85700 -4.95574
H 8.45254 4.03790 -6.05608
C 8.44123 -3.56030 8.02271
C 8.28770 -3.26892 6.54431
O 6.95091 -3.51080 6.09734
C 5.96282 -2.60401 6.18005
C 6.15810 -1.37237 7.03054
O 4.91658 -2.82507 5.63242
H 7.81575 -2.90429 8.62878
H 9.47871 -3.43038 8.33236
H 8.13512 -4.58400 8.23950
H 8.60848 -2.25921 6.28354
H 8.91585 -3.95029 5.97238
H 5.78069 -1.56957 8.03323
H 5.58531 -0.55899 6.58872
H 7.18971 -1.03285 7.08787
C 1.38950 2.39394 7.05413
C 0.71430 3.65577 6.55975
O -0.00087 4.31137 7.61638
C 0.56452 5.17989 8.47189
C 2.07037 5.27795 8.53364
O -0.13325 5.80971 9.21874
H 2.13952 2.61248 7.81603
H 1.87511 1.87165 6.23252
H 0.65578 1.72763 7.50910
H 1.41024 4.34180 6.07412
H -0.03442 3.39589 5.81310
H 2.43964 4.59932 9.30136
H 2.33344 6.29820 8.80442
H 2.56689 5.06655 7.58934
C -1.15225 4.74013 -4.18877
C -1.85437 4.62890 -2.85124
O -1.70891 3.32238 -2.29180
C -0.65161 2.94737 -1.55232
C 0.58410 3.80553 -1.51037
O -0.66627 1.89595 -0.97669
H -0.07677 4.58874 -4.09182
H -1.32418 5.72229 -4.63081
H -1.52210 3.97646 -4.87371
H -1.52773 5.39392 -2.14485
H -2.92539 4.77202 -2.98917
H 1.28275 3.48339 -2.28236
H 1.04348 3.65735 -0.53532
H 0.39077 4.87163 -1.61487
C -9.61188 -0.77983 -3.64768
C -8.77020 0.13234 -2.77998
O -7.37408 -0.04550 -3.03228
C -6.69588 0.58247 -4.00555
C -7.45809 1.30269 -5.09151
O -5.49741 0.49889 -4.03171
H -9.48448 -0.55761 -4.70803
H -10.66831 -0.67658 -3.39831
H -9.31570 -1.81869 -3.50051
H -9.05367 1.18146 -2.88075
H -8.91326 -0.12886 -1.73260
H -7.61735 0.62117 -5.92618
H -6.85612 2.14354 -5.42906
H -8.41193 1.71132 -4.76583
C -4.02595 3.64541 7.35193
C -4.95241 2.95407 6.37218
O -4.26332 1.95706 5.61229
C -4.08136 0.69132 6.03327
C -4.35240 0.34777 7.47805
O -3.63819 -0.12106 5.26935
H -3.62930 2.94864 8.09065
H -4.55149 4.44292 7.87806
H -3.17162 4.07459 6.82798
H -5.83376 2.53247 6.85849
H -5.31735 3.67755 5.64420
H -3.42941 0.45214 8.04706
H -4.68372 -0.68732 7.52425
H -5.13490 0.94769 7.93725
*
```